# 1
Formula: C28H42O21
Source: the OMol25 dataset
Level of theory: ωB97M-V/def2-TZVPD

Last column: Mulliken charge in e.
Atoms and positions in Å:
C -3.111 -0.614 -0.685  -1.4569
C -1.608 -0.710 -1.054  0.4050
C -0.709 0.504 -0.753  -0.2742
O 0.340 -0.133 -0.026  -0.0139
C -0.001 -1.373 0.383  0.3555
O 0.687 -2.060 1.086  -0.5380
O -1.173 -1.719 -0.112  -0.3241
H -3.253 -0.063 0.243  0.3866
H -3.635 -1.565 -0.719  0.3052
H -3.580 -0.044 -1.499  0.4140
H -1.527 -1.099 -2.069  0.3186
H -1.240 1.319 -0.248  0.2560
H -0.501 1.005 -1.700  0.1496
C -6.340 5.544 0.632  -1.3675
C -5.284 4.451 0.436  0.4535
C -5.326 3.822 -0.992  -0.4992
O -3.958 3.540 -1.213  -0.3101
C -3.198 4.152 -0.309  0.6674
O -2.020 3.997 -0.162  -0.5356
O -3.959 4.975 0.448  -0.3548
H -6.479 6.216 -0.211  0.3486
H -6.016 6.159 1.472  0.3459
H -7.265 5.008 0.844  0.3811
H -5.432 3.636 1.148  0.3015
H -5.734 4.463 -1.772  0.3149
H -5.886 2.890 -0.906  0.2785
C 1.910 3.203 -5.709  -1.2387
C 2.002 1.675 -5.796  0.4344
C 3.318 0.938 -5.454  -0.4495
O 2.791 -0.244 -4.786  -0.3635
C 1.649 0.118 -4.189  0.6851
O 1.112 -0.523 -3.329  -0.5369
O 1.158 1.237 -4.716  -0.3211
H 2.264 3.692 -6.619  0.4208
H 2.551 3.639 -4.944  0.2217
H 0.874 3.423 -5.470  0.3294
H 1.545 1.317 -6.720  0.2891
H 4.138 1.273 -4.815  0.2785
H 3.849 0.728 -6.387  0.2845
C 3.363 0.582 1.302  -1.0512
C 3.204 0.367 2.815  0.3914
C 4.572 -0.064 3.420  -0.3434
O 5.054 1.142 3.953  -0.3177
C 4.089 2.087 3.943  0.6631
O 4.243 3.176 4.428  -0.5635
O 2.943 1.572 3.549  -0.3855
H 4.071 1.399 1.131  0.4361
H 2.452 0.969 0.835  -0.0932
H 3.543 -0.313 0.712  0.4152
H 2.283 -0.206 2.906  0.2773
H 5.151 -0.431 2.571  0.3144
H 4.512 -0.875 4.148  0.2748
C 1.708 3.179 -0.998  -1.0692
C 1.548 4.502 -1.724  0.4325
C 1.814 5.719 -0.812  -0.4789
O 2.555 6.587 -1.663  -0.3611
C 3.009 5.911 -2.735  0.5186
O 3.751 6.295 -3.573  -0.5233
O 2.446 4.668 -2.789  -0.2763
H 1.052 3.303 -0.133  0.3808
H 2.753 3.198 -0.678  0.3679
H 1.503 2.258 -1.535  0.0871
H 0.495 4.654 -1.983  0.2921
H 2.323 5.564 0.143  0.2605
H 0.853 6.137 -0.508  0.3326
C 3.077 -6.248 3.734  -1.4300
C 1.858 -6.631 2.922  0.5085
C 1.188 -5.469 2.137  -0.1568
O 0.962 -6.001 0.853  -0.2973
C 1.637 -7.155 0.683  0.6252
O 1.743 -7.776 -0.326  -0.5782
O 2.240 -7.471 1.813  -0.3999
H 2.766 -5.519 4.481  0.3446
H 3.862 -5.941 3.043  0.3482
H 3.507 -7.080 4.295  0.3767
H 1.145 -7.201 3.516  0.3267
H 1.781 -4.559 2.033  0.2329
H 0.248 -5.195 2.607  0.0980
C -4.416 -3.440 2.091  -1.3682
C -3.855 -4.770 1.740  0.6549
C -2.300 -4.845 1.633  -0.5888
O -1.894 -5.975 2.405  -0.3174
C -2.970 -6.449 3.053  0.5269
O -2.967 -7.469 3.704  -0.5905
O -4.014 -5.679 2.879  -0.3969
H -4.843 -2.860 1.274  0.2608
H -3.756 -2.789 2.669  0.3557
H -5.213 -3.559 2.833  0.4161
H -4.265 -5.381 0.931  0.3774
H -1.890 -4.055 2.286  0.2695
H -1.872 -4.641 0.655  0.3789

Output
Total charge: 0
ΔE to the lowest compared entry with this formula, charge and spin in kcal/mol: 55.9
Gap between HOMO and LUMO in eV: 10.51
Lowest unoccupied orbital energy in Ha: -0.0019
HOMO energy in eV: -10.565
SMILES string: C[C@H]1COC(=O)O1.C[C@H]1COC(=O)O1.C[C@H]1COC(=O)O1.C[C@H]1COC(=O)O1.C[C@H]1COC(=O)O1.C[C@H]1COC(=O)O1.C[C@H]1COC(=O)O1
DFT total energy in eV: -72714.684
2S+1: 1

***

# 2
Formula: C28H42O21
Source: the OMol25 dataset
Level of theory: ωB97M-V/def2-TZVPD

Last column: Mulliken charge in e.
Atoms and positions in Å:
C 1.686 6.192 -8.529  -1.3948
C 2.988 6.473 -7.748  0.5684
C 3.136 5.653 -6.491  -0.5227
O 4.496 5.293 -6.400  -0.3043
C 5.038 5.487 -7.566  0.6892
O 6.162 5.121 -7.899  -0.5873
O 4.174 6.026 -8.440  -0.3397
H 1.689 6.617 -9.532  0.3351
H 0.795 6.440 -7.952  0.3687
H 1.599 5.112 -8.650  0.3653
H 3.017 7.545 -7.553  0.2308
H 2.572 4.722 -6.442  0.2931
H 2.831 6.125 -5.557  0.2983
C 4.340 -4.294 11.004  -1.3441
C 3.516 -4.809 9.792  0.3820
C 2.134 -4.366 9.566  -0.2959
O 2.123 -3.980 8.223  -0.3240
C 3.310 -4.069 7.650  0.6770
O 3.593 -3.975 6.468  -0.5727
O 4.168 -4.450 8.597  -0.3620
H 3.815 -4.545 11.926  0.3690
H 4.378 -3.212 10.879  0.3503
H 5.346 -4.713 10.985  0.3439
H 3.579 -5.896 9.834  0.2163
H 1.762 -3.707 10.350  0.3134
H 1.494 -5.225 9.764  0.2468
C -4.551 -4.680 -5.504  -1.3395
C -4.209 -3.601 -6.537  0.4722
C -5.134 -2.447 -6.772  -0.4406
O -4.251 -1.360 -7.149  -0.3078
C -3.036 -1.643 -6.667  0.6351
O -2.075 -0.905 -6.688  -0.5500
O -3.078 -2.914 -6.109  -0.3329
H -4.559 -4.069 -4.601  0.3440
H -3.862 -5.521 -5.432  0.3331
H -5.548 -5.103 -5.628  0.3462
H -3.970 -4.111 -7.471  0.2449
H -5.659 -2.149 -5.864  0.2879
H -5.955 -2.581 -7.476  0.3071
C 7.038 -6.447 -0.533  -1.4438
C 8.539 -6.553 -0.267  0.4745
C 9.004 -5.692 0.846  -0.4226
O 9.907 -6.514 1.546  -0.3170
C 9.699 -7.827 1.177  0.6414
O 10.262 -8.783 1.672  -0.5473
O 8.831 -7.884 0.178  -0.3341
H 6.668 -7.202 -1.227  0.3537
H 6.746 -5.462 -0.896  0.3794
H 6.413 -6.634 0.340  0.3691
H 9.201 -6.378 -1.115  0.2675
H 8.176 -5.281 1.423  0.2723
H 9.485 -4.787 0.474  0.3067
C -1.518 6.013 7.871  -1.3715
C -1.857 4.532 8.178  0.5127
C -1.520 3.522 7.109  -0.3953
O -0.943 2.485 7.932  -0.3263
C -0.621 2.950 9.160  0.6636
O -0.137 2.272 10.045  -0.5620
O -1.080 4.169 9.324  -0.3338
H -2.141 6.402 7.066  0.3849
H -0.495 6.100 7.505  0.3501
H -1.598 6.635 8.762  0.3314
H -2.942 4.469 8.266  0.2032
H -0.825 3.866 6.343  0.2623
H -2.432 3.109 6.677  0.2806
C -8.564 4.013 -5.197  -1.4376
C -8.816 3.801 -3.718  0.5255
C -8.591 5.016 -2.853  -0.4273
O -9.843 5.349 -2.349  -0.3122
C -10.756 4.438 -2.676  0.6597
O -11.904 4.311 -2.228  -0.5583
O -10.211 3.488 -3.534  -0.3456
H -9.081 4.844 -5.676  0.3539
H -8.859 3.100 -5.715  0.3477
H -7.518 4.237 -5.404  0.4026
H -8.178 3.017 -3.310  0.2263
H -8.175 5.763 -3.530  0.2621
H -7.882 4.936 -2.029  0.3034
C -0.415 -1.968 0.331  -1.2898
C 0.001 -0.509 0.266  0.4613
C 0.822 -0.113 -0.959  -0.5480
O 0.306 1.138 -1.298  -0.3051
C -0.930 1.198 -0.924  0.7148
O -1.809 1.984 -1.271  -0.5900
O -1.103 0.335 0.093  -0.3663
H 0.397 -2.633 0.037  0.3546
H -1.277 -2.083 -0.326  0.3449
H -0.731 -2.259 1.332  0.3244
H 0.581 -0.119 1.103  0.3026
H 0.958 -0.871 -1.731  0.2924
H 1.864 0.025 -0.671  0.3041

Output
Total charge: 0
ΔE to the lowest compared entry with this formula, charge and spin in kcal/mol: 83.1
Gap between HOMO and LUMO in eV: 10.90
Lowest unoccupied orbital energy in Ha: 0.0095
HOMO energy in eV: -10.643
SMILES string: C[C@H]1COC(=O)O1.C[C@H]1COC(=O)O1.C[C@H]1COC(=O)O1.C[C@H]1COC(=O)O1.C[C@H]1COC(=O)O1.C[C@H]1COC(=O)O1.C[C@H]1COC(=O)O1
DFT total energy in eV: -72713.502
2S+1: 1